Molecular formula: C20H38ClF6NO5S2
Method: DFT, the ωB97M-V functional and the def2-TZVPD basis

The HOMO-LUMO gap comes out at 10.60 eV. Its SMILES is CCC(CC)O[C@@](CCCCS(=O)(=O)Cl)([C@H](C)NC(F)(F)C(F)(F)F)S(=O)(=O)F.CCCCCC. The value obtained for the HOMO energy is -0.3895 Ha. For the LUMO energy, the calculation gives -0.001 eV.

```
! wB97M-V def2-TZVPD RIJCOSX def2/J DEFGRID3
* xyz 0 1
Cl -1.91 -4.28 -1.19
S -0.93 -2.91 -2.40
S -1.73 4.32 -1.50
F -5.79 4.07 -1.66
F -5.36 1.97 0.33
F -2.98 4.54 -2.46
F -7.34 3.02 -0.68
F -5.79 0.60 -1.35
F -6.88 2.51 -2.72
O 0.14 -2.38 -1.64
O -2.07 4.93 -0.27
O -0.61 4.88 -2.16
O -0.55 -3.64 -3.56
O -0.61 2.10 -0.38
N -4.04 2.07 -1.59
C -2.73 0.61 0.02
C 2.12 4.68 -0.26
C -5.33 1.83 -1.00
C -1.70 -0.49 -3.60
C -2.93 2.01 -0.64
C 1.10 3.70 0.33
C 4.28 -4.45 5.62
C 1.78 1.42 -0.40
C 3.79 -5.15 4.35
C -0.74 0.48 -2.83
C 4.46 -3.26 2.73
C 2.32 -3.43 1.35
C -1.38 1.90 -2.73
C 0.73 2.55 -0.65
C -1.57 2.46 -1.29
C -6.36 2.89 -1.58
C 3.03 -2.75 2.51
C 4.56 -4.74 3.10
C -2.20 -1.71 -2.79
C 1.37 0.60 0.84
H -2.29 1.97 -3.33
H -1.93 0.03 -0.46
H 2.44 -2.86 3.42
H -2.49 0.70 1.08
H 2.76 1.88 -0.25
H -1.18 -0.88 -4.48
H -2.59 0.02 -3.97
H 3.72 -4.81 6.48
H 1.80 0.74 -1.26
H 0.92 2.91 -1.66
H 3.11 4.23 -0.39
H 2.26 5.47 0.50
H 2.87 -3.28 0.41
H 1.48 3.29 1.28
H 2.72 -4.97 4.22
H 0.89 1.23 1.60
H 1.32 -3.00 1.21
H 0.15 0.56 -3.47
H -3.64 0.00 -0.04
H 4.15 -3.37 5.56
H -0.38 0.07 -1.88
H -2.93 -2.24 -3.41
H 1.78 5.18 -1.17
H 0.61 -0.14 0.52
H -0.68 2.59 -3.22
H 4.23 -5.35 2.26
H -2.76 -1.41 -1.90
H 2.20 -4.50 1.51
H 3.90 -6.23 4.48
H 5.04 -3.08 1.82
H 3.08 -1.67 2.30
H 5.62 -4.98 3.24
H -3.05 2.69 0.21
H 2.20 0.01 1.25
H 5.33 -4.66 5.79
H 4.93 -2.65 3.51
H -3.90 1.28 -2.21
H 0.19 4.25 0.58
*
```

Molecular formula: C20H38ClFIN2O5Si2
Method: DFT, the ωB97M-V functional and the def2-TZVPD basis

The HOMO-LUMO gap comes out at 4.85 eV. The value obtained for the HOMO energy is -0.1366 Ha. For the LUMO energy, the calculation gives 1.129 eV.

```
! wB97M-V def2-TZVPD RIJCOSX def2/J DEFGRID3
* xyz -1 1
I -6.54 5.66 3.17
Cl -2.70 2.81 5.41
Si 4.24 -3.67 -4.37
Si 2.42 -1.82 -2.91
F -1.04 3.27 1.72
O -3.85 5.19 4.24
O 0.48 0.72 0.07
O 2.00 2.27 -0.32
O -4.77 0.19 5.08
O -2.77 -0.50 5.99
N -3.80 0.42 2.75
N 3.21 -2.36 -4.27
C -1.58 -0.11 0.83
C -3.49 1.47 1.75
C -4.58 3.27 2.97
C -0.20 0.32 1.26
C 5.80 -3.52 -3.29
C 1.38 -0.30 -3.37
C 4.85 -3.83 -6.16
C -2.56 1.05 0.59
C 3.58 -1.26 -1.51
C -2.42 2.08 3.81
C -3.52 0.04 5.13
C 1.69 1.32 0.32
C 1.21 -3.08 -2.16
C -2.91 4.31 0.62
C 2.59 0.81 1.40
C -2.32 3.77 1.93
C -3.19 2.73 2.62
C -4.65 4.64 3.60
C -2.85 0.57 3.85
C 3.43 -5.33 -3.93
H 0.65 -0.57 -4.13
H 1.74 -3.89 -1.65
H -2.14 4.29 -0.14
H 0.84 0.10 -2.50
H -5.19 3.34 2.08
H 2.32 -0.16 1.79
H 2.53 1.51 2.23
H 6.54 -4.28 -3.55
H -3.19 5.34 0.76
H -3.82 -0.53 2.38
H -1.94 0.00 3.65
H 2.47 -5.43 -4.46
H 3.03 -0.71 -0.73
H -5.11 2.59 3.64
H 0.30 -0.55 1.68
H -1.34 2.03 3.72
H 0.55 -2.61 -1.41
H 4.06 -2.12 -1.02
H -0.18 1.09 2.03
H 6.26 -2.54 -3.43
H 0.58 -3.51 -2.94
H -3.22 0.70 -0.20
H -3.80 3.78 0.31
H 3.25 -5.42 -2.86
H -4.76 0.55 3.11
H 5.56 -3.64 -2.23
H -2.20 4.62 2.59
H 5.38 -2.93 -6.46
H 4.06 -6.18 -4.23
H 2.02 0.49 -3.76
H 4.01 -3.99 -6.83
H 5.54 -4.68 -6.27
H 4.36 -0.60 -1.90
H -1.95 -0.85 1.53
H -4.44 1.60 1.24
H -1.46 -0.62 -0.12
H -2.03 1.90 0.18
H 3.60 0.75 1.02
*
```

Molecular formula: C20H38F12N2O13S4Ti
Method: DFT, the ωB97M-V functional and the def2-TZVPD basis

The HOMO-LUMO gap (alpha / beta) comes out at 6.07 / 6.07 eV. The expectation value of S² is 3.751. The value obtained for the HOMO energy (alpha / beta) is -0.1980 / -0.1980 Ha. For the LUMO energy (alpha / beta), the calculation gives 0.685 / 0.684 eV.

```
! wB97M-V def2-TZVPD RIJCOSX def2/J DEFGRID3
* xyz -1 4
Ti -1.29 -0.50 1.06
S -3.17 -0.11 -3.84
S 1.70 -0.11 6.05
S -3.16 3.79 2.69
S -1.32 -6.64 0.98
F 0.93 -0.03 8.55
F -4.21 -2.47 -4.58
F -0.73 0.40 7.10
F -2.41 6.25 3.51
F 0.11 -1.73 7.49
F 1.25 -7.49 0.29
F -0.94 4.74 3.89
F -0.19 -7.72 -1.35
F -2.62 4.84 5.13
F -0.34 -9.08 0.32
F -2.01 -2.27 -5.05
F -3.41 -1.28 -6.32
O -2.67 -6.92 0.42
O -3.71 -0.51 -2.54
O -1.16 -6.99 2.37
O -1.74 0.13 -3.65
O 0.96 0.05 4.85
O 2.71 -1.19 6.19
O -0.89 -5.24 0.68
O -4.42 4.39 2.30
O 2.26 1.20 6.45
O -3.37 2.49 3.38
O -3.82 1.03 -4.47
O -8.68 -0.61 -1.46
O -2.16 3.55 1.66
N 5.52 1.76 -1.81
N -8.29 -2.43 1.11
C -8.42 -0.90 0.87
C 5.43 1.04 -3.17
C 7.94 2.85 -2.31
C -8.03 -3.28 -0.17
C -9.30 -0.39 -0.24
C 9.38 2.68 -1.88
C 4.75 3.12 -1.92
C 4.83 0.79 -0.80
C 4.19 5.35 -0.85
C -7.09 -2.67 2.12
C 4.71 -0.30 -2.95
C 4.83 4.00 -0.75
C -9.58 -3.06 1.69
C 10.05 1.38 -2.29
C -3.27 -1.65 -5.06
C 6.99 1.98 -1.36
C 4.91 -0.52 -1.58
C -0.04 -7.82 -0.02
C 0.34 -0.41 7.44
C -2.22 5.01 3.87
H -9.66 0.63 -0.11
H -8.77 -2.98 -0.91
H 7.30 0.94 -1.28
H 9.64 0.61 -1.65
H 6.89 2.38 -0.35
H -10.00 -2.47 2.50
H 11.13 1.46 -2.13
H 3.71 2.92 -2.16
H -10.34 -3.16 0.92
H 5.13 -1.06 -3.62
H 3.66 -0.28 -3.24
H -9.36 -4.06 2.06
H 4.91 1.68 -3.89
H 9.79 3.48 -2.50
H 4.74 6.00 -1.53
H 5.29 3.50 -2.79
H -6.20 -2.31 1.61
H 5.80 -1.15 -1.51
H 4.24 5.89 0.09
H -7.10 -3.74 2.34
H -7.39 -2.26 3.09
H 5.37 0.72 0.14
H 7.76 3.91 -2.14
H 4.17 -1.22 -1.20
H -9.01 -0.13 -2.23
H 3.15 5.23 -1.16
H -8.61 -0.50 1.87
H -8.15 -4.34 0.06
H 9.49 2.87 -0.82
H 3.80 1.13 -0.65
H -7.07 -2.95 -0.55
H -10.20 -0.98 -0.43
H 9.83 1.14 -3.33
H 7.79 2.52 -3.34
H 4.29 3.52 0.06
H 5.87 4.20 -0.49
H 6.43 0.79 -3.52
H -7.43 -0.44 0.78
*
```

Molecular formula: C20H38HgN4NbOSi
Method: DFT, the ωB97M-V functional and the def2-TZVPD basis

The HOMO-LUMO gap (alpha / beta) comes out at 3.93 / 3.80 eV. The expectation value of S² is 0.850. The value obtained for the HOMO energy (alpha / beta) is -0.4939 / -0.4912 Ha. For the LUMO energy (alpha / beta), the calculation gives -9.513 / -9.563 eV.

```
! wB97M-V def2-TZVPD RIJCOSX def2/J DEFGRID3
* xyz 2 2
Hg -5.41 0.50 -1.27
Nb -0.55 -0.01 -0.19
Si -1.19 -0.23 2.96
O -4.06 -2.10 -0.17
N -0.48 1.87 -1.05
N -2.22 -0.82 -0.39
N 0.15 0.17 1.90
N 0.94 -1.08 -1.44
C 2.36 -0.99 -1.08
C 2.50 0.99 1.86
C -0.71 -1.98 -3.09
C -2.84 0.32 2.37
C 0.36 1.86 -3.39
C -1.02 3.75 -2.64
C 3.08 -0.37 4.22
C 1.46 0.20 2.46
C -3.75 -0.96 -0.50
C -0.94 0.72 4.62
C 1.82 -0.54 3.65
C 3.77 1.09 2.46
C -0.78 2.23 -2.47
C 0.24 2.88 -0.24
C -1.18 -2.11 3.24
C 0.11 -3.38 -1.20
C 0.52 -2.33 -2.22
C -2.05 1.50 -2.89
C 1.65 -2.83 -3.15
C 4.05 0.42 3.64
H 1.30 -3.66 -3.79
H 2.67 -2.00 -0.75
H 2.34 1.57 0.96
H -2.34 1.72 -3.91
H -0.05 0.43 5.20
H 1.20 3.20 -0.71
H -2.03 -2.35 3.92
H -0.91 1.79 4.39
H 2.46 -3.20 -2.52
H -1.98 0.41 -2.84
H 0.48 2.53 0.79
H 4.54 1.73 2.02
H 1.28 2.40 -3.13
H -0.25 -2.52 3.69
H -0.92 -2.91 -3.66
H -3.55 0.07 3.18
H -2.87 1.87 -2.26
H 3.33 -0.85 5.17
H -3.20 -0.16 1.43
H 0.05 2.02 -4.43
H -0.10 4.37 -2.55
H -1.83 0.55 5.24
H 2.92 -0.69 -1.99
H -1.45 4.03 -3.62
H -1.78 4.07 -1.95
H -0.40 -1.17 -3.78
H -1.63 -1.74 -2.50
H 0.71 0.84 -3.23
H 2.52 -0.26 -0.26
H -2.82 1.41 2.19
H -1.39 -2.59 2.26
H -0.17 -4.26 -1.78
H 5.02 0.55 4.11
H 1.17 -1.18 4.26
H -0.74 -3.08 -0.55
H 1.02 -3.52 -0.61
H 1.95 -2.01 -3.81
H -0.41 3.77 -0.16
*
```

Molecular formula: C20H38O2P3Pt
Method: DFT, the ωB97M-V functional and the def2-TZVPD basis

The HOMO-LUMO gap (alpha / beta) comes out at 6.34 / 5.72 eV. The expectation value of S² is 2.051. The value obtained for the HOMO energy (alpha / beta) is -0.3264 / -0.3991 Ha. The value obtained for the energy relative to the best compared isomer or geometry (same formula, charge and spin) is 0.00 kJ/mol. For the LUMO energy (alpha / beta), the calculation gives -2.540 / -5.137 eV.

```
! wB97M-V def2-TZVPD RIJCOSX def2/J DEFGRID3
* xyz 1 3
Pt 0.05 -0.14 0.45
P 0.19 -2.64 1.18
P 1.89 -0.03 1.99
P -1.92 -0.74 -0.68
O 0.81 2.28 1.08
O 0.21 1.42 -1.58
C -0.08 -4.31 0.46
C 1.07 3.53 -0.94
C 1.96 -2.79 1.64
C -3.20 -1.38 0.46
C 2.24 4.10 1.15
C 0.26 2.62 -1.77
C 1.59 4.70 -1.49
C -1.59 -2.15 -1.81
C 3.49 0.38 1.21
C 1.36 3.23 0.44
C -2.88 0.48 -1.67
C -0.50 3.23 -2.93
C 1.85 0.84 3.59
C -0.63 -2.82 2.80
C -0.29 -2.04 -2.60
C -4.30 -2.21 -0.20
C 2.41 5.54 -0.76
C -2.68 0.41 -3.19
C 2.74 5.23 0.57
C 2.33 -1.70 2.63
H -0.67 -1.85 3.31
H 2.82 0.74 4.07
H 0.41 -4.39 -0.51
H -5.03 -2.52 0.55
H 3.69 -0.38 0.46
H -3.61 -0.51 0.97
H -1.65 -3.17 2.66
H -2.44 -2.29 -2.49
H 2.55 -2.72 0.73
H -3.91 -3.11 -0.67
H 0.32 -5.07 1.14
H 1.09 0.37 4.22
H -2.68 -1.97 1.22
H 2.48 3.85 2.18
H -1.63 0.50 -3.46
H -2.60 1.47 -1.29
H 2.12 -3.79 2.07
H 1.80 -1.85 3.57
H -3.06 -0.53 -3.60
H -3.23 1.22 -3.67
H -3.93 0.33 -1.43
H 2.80 6.44 -1.22
H 0.55 -1.80 -1.95
H -0.99 4.17 -2.64
H 3.39 -1.72 2.86
H -1.56 -3.03 -1.17
H -1.23 2.53 -3.30
H 0.20 3.46 -3.74
H -1.15 -4.49 0.33
H 3.47 1.35 0.72
H 1.59 1.89 3.47
H 3.39 5.89 1.13
H -4.84 -1.65 -0.96
H -0.34 -1.25 -3.36
H -0.07 -2.98 -3.12
H 4.28 0.37 1.96
H -0.10 -3.54 3.42
H 1.37 4.94 -2.52
*
```

Molecular formula: C20H39AlN3O6
Method: DFT, the ωB97M-V functional and the def2-TZVPD basis

The HOMO-LUMO gap comes out at 6.22 eV. The value obtained for the HOMO energy is -0.1470 Ha. For the LUMO energy, the calculation gives 2.216 eV.

```
! wB97M-V def2-TZVPD RIJCOSX def2/J DEFGRID3
* xyz -1 1
Al -0.13 1.44 2.21
O 3.33 -2.60 2.63
O -2.18 -4.50 -0.12
O 4.44 -3.29 -2.27
O 2.80 1.25 1.64
O -2.65 4.90 0.29
O 3.73 -0.27 0.07
N -1.77 -0.36 -1.06
N 6.20 -2.87 -3.71
N -4.94 5.09 0.07
C -1.49 2.43 0.98
C -2.93 -1.96 0.71
C -2.53 -3.53 0.98
C -3.35 -0.99 1.99
C -6.07 5.33 -0.81
C 6.80 -1.99 -4.70
C 6.90 -4.09 -3.35
C -2.22 1.07 -1.32
C -3.64 5.09 -0.39
C -2.52 -4.20 2.51
C 1.73 2.23 1.87
C 4.38 -2.06 1.72
C -1.16 2.14 -0.61
C -2.94 -1.28 -0.78
C -5.19 4.86 1.48
C 2.44 0.26 0.61
C -2.93 -3.19 3.73
C -3.37 -1.60 3.52
C 3.79 -1.74 0.19
C 4.99 -2.59 -3.11
H 7.11 -4.07 -2.27
H -3.69 -0.95 4.45
H -1.04 3.15 -1.22
H -3.28 1.33 -0.89
H -0.10 1.59 -0.63
H -4.67 5.63 2.06
H -6.73 4.46 -0.77
H 2.74 -2.25 0.00
H -0.22 -0.14 2.11
H 6.92 -2.54 -5.63
H -0.56 1.81 3.71
H 1.86 0.69 -0.31
H -6.26 4.89 1.69
H -3.07 -4.99 -0.26
H -3.97 -0.74 -0.94
H 6.16 -1.12 -4.88
H 6.26 -4.95 -3.57
H -3.68 0.14 1.79
H 1.84 -0.60 1.16
H 4.55 -1.65 -3.46
H -4.79 3.88 1.75
H -2.61 2.23 1.28
H -6.61 6.21 -0.46
H -2.20 1.32 -2.47
H -2.94 -3.59 4.84
H 2.57 -2.98 2.06
H 7.84 -4.17 -3.90
H -3.57 5.27 -1.48
H -1.27 3.58 1.16
H 2.03 2.83 2.86
H 7.77 -1.66 -4.33
H 4.55 -2.17 -0.61
H -1.25 -0.68 -1.93
H 1.63 3.05 1.01
H -2.24 -5.32 2.72
H -2.89 -2.16 -1.58
H -5.74 5.49 -1.84
H 4.71 -1.01 2.19
H 5.31 -2.77 1.63
*
```